ORCA calculation (ωB97M-V/def2-TZVPD) on 9 unconnected molecules or ions with the total composition C95H75N5O15.

Last column: Löwdin charge in e.
CARTESIAN COORDINATES (ANGSTROEM)
O -8.20303 31.00298 16.29410  0.110
C -8.01759 31.73099 15.34694  -0.268
C -7.78832 31.18125 13.90514  -0.079
C -8.05855 29.85753 13.76718  -0.038
C -7.97549 29.26030 12.51822  -0.038
C -7.65398 30.06970 11.38299  -0.047
C -7.44777 31.45407 11.52314  0.005
C -7.50853 32.05296 12.82211  -0.077
C -7.17339 33.48955 12.91414  -0.275
O -6.81171 34.18479 11.93243  0.069
C -7.61156 34.04469 14.22848  -0.040
C -7.49977 35.46372 14.39771  -0.009
C -7.48511 36.03910 15.64817  -0.046
C -7.71254 35.19841 16.76603  -0.075
C -7.86716 33.87162 16.66816  -0.036
C -7.87837 33.22366 15.42408  -0.044
H -8.38355 29.18390 14.54628  0.123
H -8.04985 28.21008 12.27756  0.103
H -7.55043 29.77261 10.34984  0.099
H -7.29075 32.00390 10.60694  0.112
H -7.38217 36.12854 13.55475  0.115
H -7.32535 37.09676 15.79726  0.106
H -7.72923 35.65841 17.74303  0.108
H -7.89367 33.23458 17.53989  0.122
O -9.79382 22.91025 2.28953  0.094
C -9.51561 23.08914 3.47935  -0.272
C -10.55385 23.10132 4.53104  -0.103
C -11.86797 22.81865 4.26836  0.028
C -12.80077 22.81876 5.37759  -0.036
C -12.39183 23.20274 6.62944  -0.071
C -11.06031 23.53854 6.86999  -0.001
C -10.13139 23.36653 5.85811  -0.077
C -8.69286 23.73865 6.17045  -0.217
O -8.25253 24.12643 7.28316  0.055
C -7.71700 23.26935 5.11385  -0.061
C -6.28798 22.98832 5.41171  0.002
C -5.38782 22.64356 4.47878  -0.079
C -5.80621 22.58257 3.15394  -0.086
C -7.09997 22.67665 2.83746  0.012
C -8.10276 23.03139 3.85064  -0.090
H -12.12907 22.40861 3.30395  0.119
H -13.85925 22.67221 5.22096  0.103
H -13.12668 23.50813 7.35959  0.110
H -10.69312 23.68667 7.87480  0.121
H -5.98623 23.25651 6.41342  0.104
H -4.40334 22.37023 4.82878  0.114
H -5.10023 22.29867 2.38752  0.113
H -7.37515 22.56626 1.79896  0.118
O -15.11547 17.60522 10.42499  0.061
C -13.86445 17.65873 10.53655  -0.235
C -13.24662 17.23454 11.82889  -0.085
C -14.04023 16.50390 12.76811  0.014
C -13.43757 15.83093 13.87373  -0.046
C -12.04330 16.02119 14.03594  -0.052
C -11.22478 16.77145 13.09741  0.015
C -11.82707 17.29012 11.93290  -0.080
C -10.99226 17.98463 10.85870  -0.224
O -9.83627 18.43103 11.18409  0.052
C -11.56606 18.06839 9.51054  -0.082
C -10.71692 18.20898 8.40832  -0.010
C -11.26788 18.12861 7.18560  -0.078
C -12.63075 17.97791 6.95864  -0.053
C -13.44802 17.86269 8.03321  -0.027
C -12.96926 17.86804 9.32794  -0.058
H -15.04571 16.21938 12.49523  0.109
H -13.81498 15.19350 14.65963  0.099
H -11.48119 15.51623 14.80761  0.094
H -10.16106 16.78991 13.28328  0.110
H -9.63783 18.21469 8.45219  0.128
H -10.64597 18.16856 6.30354  0.111
H -13.04225 17.87261 5.96568  0.114
H -14.51891 17.84859 7.89400  0.123
O -11.33307 24.16677 20.38594  0.009
C -10.97555 23.63385 19.23302  -0.178
C -9.59806 23.96751 18.63584  -0.067
C -8.76262 24.81233 19.32555  -0.046
C -7.47717 24.97245 18.98483  -0.067
C -7.06635 24.40710 17.78194  -0.036
C -7.89928 23.65088 16.92110  0.008
C -9.14799 23.38303 17.40999  -0.102
C -10.01042 22.46877 16.61216  -0.267
O -9.53957 22.00998 15.58657  0.095
C -11.45212 22.27499 17.08433  -0.069
C -12.30538 21.41597 16.41522  -0.027
C -13.60948 21.10862 16.83069  -0.047
C -14.02592 21.59098 18.10597  -0.029
C -13.12138 22.43713 18.87726  0.024
C -11.78274 22.66730 18.42708  -0.080
H -9.14529 25.40788 20.14120  0.125
H -6.82070 25.61943 19.54773  0.114
H -6.08762 24.63903 17.38862  0.102
H -7.68576 23.36033 15.90307  0.122
H -11.90420 20.96788 15.51819  0.115
H -14.24672 20.48772 16.21848  0.101
H -14.96410 21.27004 18.53402  0.093
H -13.48837 22.88186 19.79046  0.107
O -3.66550 33.05353 5.54542  0.103
C -3.42688 31.92610 5.93968  -0.284
C -3.42483 30.65638 5.09746  -0.036
C -3.37145 30.71173 3.67749  -0.002
C -3.67414 29.59097 2.90047  -0.057
C -3.57555 28.34612 3.49396  -0.085
C -3.39745 28.18651 4.83723  -0.027
C -3.35908 29.31417 5.65054  -0.074
C -3.15848 29.10810 7.13012  -0.250
O -3.11741 27.92452 7.51009  0.065
C -2.97251 30.38637 7.94064  -0.063
C -2.71059 30.23064 9.29349  -0.004
C -2.49993 31.36716 10.12101  -0.053
C -2.80339 32.63009 9.67148  -0.068
C -3.17318 32.79357 8.33959  -0.002
C -3.17679 31.73710 7.40258  -0.056
H -3.22150 31.64882 3.16198  0.114
H -3.71216 29.59582 1.82115  0.106
H -3.87795 27.41904 3.02976  0.109
H -3.23929 27.18721 5.21513  0.120
H -2.57610 29.23963 9.70120  0.114
H -2.35756 31.26263 11.18647  0.104
H -2.79482 33.46270 10.35929  0.110
H -3.34710 33.80833 8.01340  0.116
O 1.73610 28.79263 12.81169  0.082
C 1.70657 29.10128 14.01469  -0.282
C 2.82735 29.66198 14.74327  -0.061
C 4.12839 29.69307 14.07489  0.015
C 5.21841 30.22005 14.69702  -0.084
C 5.03292 30.79656 15.93520  -0.064
C 3.80994 30.78434 16.66970  0.022
C 2.67674 30.13944 16.08607  -0.051
C 1.37316 29.98636 16.83231  -0.282
O 1.27265 30.36478 18.00390  0.091
C 0.32207 29.26094 16.12041  -0.083
C -0.99934 29.24078 16.72607  0.022
C -2.06407 28.54300 16.11782  -0.058
C -1.75220 27.74800 14.99089  -0.026
C -0.50812 27.99460 14.29155  0.005
C 0.46916 28.81638 14.81689  -0.107
H 4.21529 29.30466 13.07091  0.115
H 6.22601 30.22969 14.30837  0.111
H 5.84045 31.21155 16.52008  0.101
H 3.79606 31.18141 17.67397  0.111
H -1.22634 29.59876 17.71941  0.112
H -3.01516 28.56923 16.62883  0.100
H -2.45840 27.12280 14.46476  0.096
H -0.34780 27.43217 13.38361  0.113
C 2.76589 19.69329 9.72324  -0.009
C 2.02729 20.37875 8.48388  -0.490
C 2.63565 19.94304 7.14367  -0.028
C 0.59450 19.94000 8.56665  -0.142
C -0.21103 20.57999 9.71745  -0.200
C -0.17503 22.05464 9.66492  -0.154
C 1.30378 22.61762 9.62607  -0.412
C 1.20661 24.11426 9.22433  -0.034
C 1.98257 22.46325 11.04211  -0.024
N 2.03245 21.86663 8.53279  -0.169
O 3.24304 22.32896 8.30073  0.000
H 2.62172 18.62107 9.59031  0.086
H 3.78035 20.05825 9.88384  0.074
H 2.34576 19.97966 10.68738  0.047
H 2.13634 20.54541 6.38476  0.087
H 3.70424 20.12302 7.02607  0.082
H 2.33075 18.92047 6.92121  0.083
H 0.05140 20.28524 7.68690  0.121
H 0.50501 18.85369 8.56191  0.120
H -1.25338 20.29676 9.86364  0.114
H 0.14030 20.24866 10.69463  0.096
H -0.80496 22.46081 10.45631  0.123
H -0.66545 22.47744 8.78809  0.111
H 0.52008 24.28935 8.39601  0.076
H 2.14427 24.51866 8.84310  0.076
H 0.84811 24.70353 10.06833  0.079
H 1.56568 21.58544 11.53582  0.053
H 1.78626 23.28132 11.73516  0.078
H 3.05761 22.31288 11.14098  0.073
H 3.67175 22.10781 9.13073  0.083
N -6.50720 22.56022 11.04744  0.178
C -5.55213 23.22578 11.55454  -0.836
N -5.27232 24.24084 10.82319  0.169
O -4.91017 22.93698 12.56120  0.004
H -6.83870 22.76920 10.11656  0.116
H -6.77150 21.74794 11.58637  0.133
H -5.68615 24.17833 9.90398  0.109
H -4.41418 24.71713 11.06163  0.127
N -1.58308 20.30790 14.66953  0.160
C -1.70913 20.09824 15.99470  -0.877
N -2.86361 19.92891 16.48414  0.178
O -0.76867 19.96149 16.64792  0.087
H -2.33254 20.68121 14.10468  0.099
H -0.59587 20.37830 14.46816  0.104
H -3.75243 19.97705 16.00688  0.121
H -2.75425 19.97478 17.48716  0.127

The value obtained for the relative energy (zero: lowest compared OMol25 entry of this formula, charge and spin) is 209.8 kJ/mol. The calculation puts the maximum force at 0.15236 Eh/bohr. The calculation puts the total energy at -137889.638 eV. The orbital gap comes out at 6.692 eV. The SMILES is O=C1c2ccccc2C(=O)c2ccccc21.O=C1c2ccccc2C(=O)c2ccccc21.O=C1c2ccccc2C(=O)c2ccccc21.O=C1c2ccccc2C(=O)c2ccccc21.O=C1c2ccccc2C(=O)c2ccccc21.O=C1c2ccccc2C(=O)c2ccccc21.CC1(C)CCCC(C)(C)N1O.NC(N)=O.NC(N)=O. The calculation puts the lowest unoccupied orbital energy at -1.511 eV.